Density functional theory data (ωB97M-V/def2-TZVPD) for a single C5H8FN molecule.

Geometry (Å):
C1 0.386 0.386 -0.885
C2 0.697 -0.030 0.361
C3 -0.268 -0.637 1.231
C4 1.251 1.320 -1.768
C5 -1.710 -0.954 0.666
N1 0.151 -0.878 2.385
F1 1.865 0.286 0.984
H1 -0.471 0.198 -1.491
H2 0.796 2.309 -1.773
H3 2.205 1.341 -1.355
H4 1.475 0.921 -2.787
H5 -1.557 -1.507 -0.382
H6 -2.094 -0.073 0.436
H7 -2.133 -1.630 1.354
H8 -0.593 -1.051 3.025

Calculated values
E_HOMO (spin up / spin down) ... -5.8 / -9.4 eV
HOMO-LUMO gap (spin up / spin down) ... 6.66 / 6.89 eV
2S+1 ... 3
E_tot ... -349.73126 a.u.
Energy above the lowest of the compared OMol25 structures with the same formula, charge and spin ... 0.060 eV

***

Density functional theory data (ωB97M-V/def2-TZVPD) for 9 unconnected molecules or ions with the total composition C44H72INO16S9.

Geometry (Å):
I1 1.474 1.192 -0.847
C1 3.356 0.645 -1.725
C2 3.373 0.009 -2.969
C3 4.634 -0.282 -3.526
C4 5.813 0.023 -2.850
C5 5.808 0.646 -1.582
C6 4.550 0.948 -1.024
S1 4.468 1.729 0.591
C7 6.079 2.523 0.643
C8 6.243 3.644 1.476
C9 7.489 4.286 1.524
C10 8.570 3.810 0.763
C11 8.377 2.677 -0.039
C12 7.131 2.015 -0.132
N1 7.078 0.875 -0.987
H1 2.463 -0.241 -3.499
H2 4.728 -0.780 -4.486
H3 6.772 -0.227 -3.291
H4 5.453 4.043 2.099
H5 7.629 5.155 2.159
H6 9.554 4.263 0.760
H7 9.224 2.296 -0.603
H8 7.483 0.035 -0.578
C13 0.892 -2.291 1.607
C14 -0.085 -2.296 2.789
C15 0.747 -2.367 4.076
S2 2.315 -1.593 3.687
O1 3.358 -2.594 3.762
O2 2.424 -0.338 4.391
C16 1.970 -1.276 1.967
H9 0.398 -2.032 0.671
H10 1.333 -3.285 1.491
H11 -0.671 -1.373 2.779
H12 -0.783 -3.129 2.727
H13 0.280 -1.830 4.898
H14 0.940 -3.397 4.369
H15 2.881 -1.383 1.381
H16 1.592 -0.259 1.888
C17 -1.127 6.044 -0.291
C18 -1.974 5.932 0.983
C19 -2.540 4.508 1.033
S3 -1.368 3.474 0.152
O3 -2.009 2.959 -1.037
O4 -0.696 2.604 1.087
C20 -0.258 4.790 -0.325
H17 -0.520 6.948 -0.296
H18 -1.779 6.070 -1.167
H19 -1.342 6.108 1.856
H20 -2.773 6.672 1.004
H21 -2.639 4.142 2.052
H22 -3.499 4.436 0.521
H23 0.161 4.578 -1.306
H24 0.536 4.838 0.420
C21 5.360 -4.749 1.015
C22 4.485 -3.497 0.883
C23 5.397 -2.278 0.971
S4 6.990 -2.808 0.359
O5 7.940 -2.750 1.444
O6 7.244 -2.173 -0.915
C24 6.546 -4.518 0.081
H25 4.817 -5.656 0.754
H26 5.707 -4.848 2.045
H27 3.981 -3.507 -0.088
H28 3.718 -3.460 1.651
H29 5.037 -1.455 0.354
H30 5.524 -1.944 2.000
H31 7.399 -5.159 0.292
H32 6.251 -4.615 -0.964
C25 9.839 -0.939 3.995
C26 8.683 -0.159 3.359
C27 9.106 1.307 3.273
S5 10.894 1.304 3.148
O7 11.440 1.923 4.332
O8 11.284 1.726 1.823
C28 11.100 -0.467 3.279
H33 9.704 -2.015 3.896
H34 9.902 -0.701 5.060
H35 8.494 -0.545 2.356
H36 7.761 -0.268 3.929
H37 8.689 1.798 2.398
H38 8.837 1.860 4.172
H39 12.017 -0.691 3.819
H40 11.152 -0.868 2.267
C29 -3.759 2.149 -4.442
C30 -5.054 1.963 -5.244
C31 -6.077 1.303 -4.315
S6 -5.636 1.810 -2.651
O9 -5.229 0.639 -1.908
O10 -6.645 2.712 -2.142
C32 -4.183 2.741 -3.101
H41 -3.054 2.800 -4.958
H42 -3.274 1.182 -4.287
H43 -5.426 2.935 -5.565
H44 -4.892 1.362 -6.139
H45 -7.092 1.631 -4.530
H46 -6.022 0.216 -4.360
H47 -3.425 2.643 -2.320
H48 -4.479 3.785 -3.208
C33 -8.825 -2.458 0.477
C34 -7.832 -1.462 -0.134
C35 -6.938 -0.946 0.999
S7 -6.881 -2.258 2.224
O11 -7.522 -1.797 3.430
O12 -5.562 -2.844 2.248
C36 -7.997 -3.369 1.376
H49 -9.353 -3.027 -0.288
H50 -9.567 -1.922 1.072
H51 -7.219 -1.970 -0.882
H52 -8.342 -0.641 -0.635
H53 -5.929 -0.732 0.656
H54 -7.362 -0.064 1.476
H55 -8.592 -3.916 2.105
H56 -7.393 -4.061 0.789
C37 -2.698 -7.839 3.752
C38 -3.794 -7.003 3.079
C39 -3.294 -5.555 3.016
S8 -1.504 -5.649 2.953
O13 -0.966 -5.072 4.161
O14 -1.044 -5.241 1.647
C40 -1.392 -7.429 3.080
H57 -2.881 -8.908 3.646
H58 -2.658 -7.607 4.818
H59 -3.967 -7.377 2.068
H60 -4.738 -7.067 3.618
H61 -3.656 -5.037 2.131
H62 -3.568 -4.995 3.908
H63 -0.506 -7.700 3.651
H64 -1.324 -7.829 2.069
C41 -10.317 5.049 -5.435
C42 -10.399 3.686 -6.134
C43 -9.437 3.725 -7.328
S9 -8.143 4.891 -6.891
O15 -8.218 6.020 -7.781
O16 -6.907 4.177 -6.675
C44 -8.830 5.362 -5.308
H65 -10.805 5.034 -4.461
H66 -10.808 5.808 -6.047
H67 -10.092 2.902 -5.438
H68 -11.414 3.458 -6.456
H69 -8.988 2.754 -7.523
H70 -9.926 4.094 -8.228
H71 -8.622 6.413 -5.119
H72 -8.359 4.742 -4.544

Calculated values
E_HOMO ... -7.7 eV
HOMO-LUMO gap ... 7.90 eV
2S+1 ... 1
E_tot ... -6859.71110 a.u.

***

Density functional theory data (ωB97M-V/def2-TZVPD) for a molecular structure, C18H29N2O2P2Sc.

Geometry (Å):
C1 1.858 -1.209 -3.675
C2 1.547 -0.627 -2.453
N1 0.468 -1.032 -1.725
C3 -0.141 -2.195 -2.081
C4 0.135 -2.808 -3.298
C5 1.118 -2.290 -4.133
C6 2.520 0.418 -1.942
P1 1.998 1.382 -0.453
Sc1 -0.278 0.341 -0.107
P2 -2.112 -2.091 0.068
C7 -1.065 -2.958 -1.132
C8 -1.207 -0.233 2.144
C9 0.212 -0.075 2.266
C10 0.796 0.743 3.213
C11 -0.097 1.571 3.914
C12 -1.485 1.476 3.748
C13 -2.080 0.550 2.892
O1 -0.644 4.846 -2.751
O2 -1.101 2.316 0.424
H1 2.700 -0.809 -4.240
H2 -0.430 -3.699 -3.566
H3 1.320 -2.735 -5.103
C14 3.405 1.109 0.672
C15 2.285 3.078 -1.065
H4 -1.778 -3.540 -1.740
H5 -0.474 -3.682 -0.538
H6 2.720 1.090 -2.690
H7 3.471 -0.075 -1.668
C16 -3.181 -3.238 0.918
C17 -3.108 -0.864 -0.803
H8 1.197 -1.879 1.529
H9 1.872 0.727 3.378
H10 0.297 2.279 4.647
H11 -2.124 2.120 4.359
H12 -3.154 0.398 2.782
H13 -3.025 3.558 -2.779
H14 -0.757 3.170 0.097
H15 -0.652 5.415 -3.481
H16 -1.513 4.364 -2.770
H17 -0.620 2.187 1.388
H18 4.075 1.978 0.645
H19 3.027 0.976 1.694
H20 3.952 0.206 0.376
H21 3.146 3.518 -0.546
H22 2.477 3.064 -2.145
H23 1.397 3.703 -0.897
H24 -4.136 -0.983 -0.429
H25 -2.805 0.189 -0.629
H26 -3.096 -1.075 -1.883
H27 -4.220 -2.887 0.851
H28 -3.099 -4.239 0.470
H29 -2.870 -3.279 1.970
N2 0.495 -1.151 1.358
C18 -1.034 -1.368 1.279

Calculated values
E_HOMO (spin up / spin down) ... -4.5 / -4.6 eV
HOMO-LUMO gap (spin up / spin down) ... 4.28 / 4.38 eV
2S+1 ... 1
E_tot ... -2406.44111 a.u.
Energy above the lowest of the compared OMol25 structures with the same formula, charge and spin ... 3.147 eV

***

Density functional theory data (ωB97M-V/def2-TZVPD) for 2 unconnected molecules or ions with the total composition C8H8N6O.

Geometry (Å):
C1 0.825 0.155 0.480
C2 1.889 -0.397 0.343
C3 5.325 -0.526 -0.461
C4 -2.431 -3.068 0.251
C5 4.149 0.213 -0.588
C6 -1.922 -2.063 1.025
C7 -1.757 1.298 -0.579
C8 -1.541 0.253 0.420
N1 5.123 -1.544 0.383
N2 -2.543 -2.642 -1.011
N3 3.894 -1.487 0.793
N4 -2.149 -1.452 -1.112
N5 3.285 -0.479 0.208
N6 -1.811 -1.036 0.078
O1 -1.655 0.524 1.741
H1 6.213 -0.331 -0.965
H2 -2.755 -4.113 0.363
H3 3.839 1.131 -1.036
H4 -1.683 -2.037 2.015
H5 -1.215 0.923 -1.398
H6 -2.869 1.185 -0.574
H7 -1.286 2.179 -0.279
H8 -1.179 1.232 2.116

Calculated values
E_HOMO ... -8.9 eV
HOMO-LUMO gap ... 7.64 eV
2S+1 ... 1
E_tot ... -713.14335 a.u.
Energy above the lowest of the compared OMol25 structures with the same formula, charge and spin ... 2.029 eV